DFT (ωB97M-V with the def2-TZVPD basis set) results for the molecule C10H22Si2 at a distorted geometry.

Calculated values
- relative energy (zero: lowest compared OMol25 entry of this formula, charge and spin) (kJ/mol) = 451.2
- E (Eh) = -972.98964
- structure (SMILES) = C=C[C@@]([SiH3])(/C(C)=C\C)C(C)(C)[SiH3]
- Kohn-Sham gap (eV) = 9.2

Last column: natural (NBO) charge in e.
Element x y z (Å)
H 1.38226 3.08510 1.42739  0.226
H 1.35181 -2.01020 1.86199  0.211
Si -2.02923 -1.36329 -0.51194  0.863
H 0.44921 -0.72432 -2.14279  0.222
H -1.66893 -1.49889 -2.04757  -0.130
H -2.41675 1.00463 -1.93897  0.215
H -1.11956 2.17935 -2.41959  0.227
H -0.08683 -0.79516 2.40531  0.190
H -2.99176 -0.63564 0.20688  -0.143
H 3.57064 -0.54762 -0.14755  -0.157
H -1.74287 -2.69011 0.12655  -0.160
H 2.10610 0.81889 1.34231  -0.189
C 1.14163 -1.39343 -1.62349  -0.639
H 2.11602 -2.62516 0.29808  0.211
H -0.54070 3.16832 -0.35947  0.190
C -0.70995 -0.25059 1.75612  -0.161
C 1.17864 -2.16834 0.78856  -0.635
C 0.39536 2.54757 1.37830  -0.665
H 0.96734 -2.53882 -1.79246  0.212
H 2.20394 -1.24412 -1.88053  0.208
H -0.97638 0.40272 -2.71058  0.222
H 2.25349 1.43773 -0.95014  -0.144
H 0.27155 -2.88078 0.62231  0.220
C 0.96416 -0.94932 -0.19056  -0.408
C -0.44728 -0.31024 0.03577  -0.423
H -1.95446 0.19941 3.44774  0.202
H -0.42842 3.14579 1.75424  0.223
C -1.34425 1.11895 -1.91093  -0.660
C -0.26896 2.22049 0.02034  -0.143
H 0.37384 1.76686 2.05196  0.222
C -0.69715 1.05451 -0.56124  -0.068
Si 2.42320 0.30694 0.13732  0.904
C -1.80749 0.17692 2.35600  -0.428
H -2.60170 0.66309 1.87188  0.184

=====

DFT (ωB97M-V with the def2-TZVPD basis set) results for a structure of composition C10H23AlBrFO2P.

Calculated values
- E (Eh) = -3803.12544
- total charge = -1
- Kohn-Sham gap (eV) = 7.0

Last column: natural (NBO) charge in e.
Element x y z (Å)
O 0.15290 1.96122 2.72357  -0.995
H 0.30868 2.89616 -0.59301  0.207
H 2.08158 -3.12320 -0.69991  0.213
H -4.38648 -0.18049 1.49438  0.209
H -3.70977 1.53256 0.08852  0.205
C 3.22102 0.68394 -1.34944  -0.623
C 1.98082 0.13969 -0.62126  -0.231
H -3.38724 0.45539 -1.25208  0.206
C 2.27340 -1.13173 0.19823  -0.240
H 3.62668 0.19302 1.31376  0.194
C -3.94836 -0.56444 0.57020  -0.441
H 3.97645 -0.08689 -1.51880  0.198
H -1.25289 2.93747 -1.41387  0.207
H -3.25518 -1.35389 0.87881  0.212
H 1.65929 0.90221 0.10069  0.205
H 3.73693 -2.69360 -0.29428  0.193
C -5.06337 -1.25130 -0.20403  0.064
C -0.76148 2.70750 -0.45834  -1.282
H 1.06195 -0.93323 -2.23878  0.147
H 2.96514 -1.99875 -1.70897  0.200
H 4.02479 -1.51058 1.48417  0.191
H -1.13169 3.42810 0.27813  0.220
H -5.41478 -0.62639 -1.02908  0.150
C -3.23163 0.57888 -0.17032  -1.013
O -0.40027 -0.33081 -0.95856  -0.967
Al -1.26531 0.84545 0.03858  1.632
C 0.81077 -0.07827 -1.58878  -0.029
F -4.62488 -2.45362 -0.78535  -0.393
H 0.74848 0.80075 -2.25212  0.143
H -5.91286 -1.51827 0.43091  0.141
Br -2.16528 0.25500 3.66580  -0.354
H 1.05630 1.89536 3.03789  0.477
H 2.63212 -0.83762 2.33053  0.224
C 3.19325 -0.80776 1.39416  -0.613
H 2.94973 1.09863 -2.32402  0.206
C 2.79230 -2.29568 -0.67216  -0.616
H 1.30623 -1.43149 0.60626  0.235
H 3.70480 1.48493 -0.78738  0.205
P -0.35214 0.41172 2.28594  0.315

=====

DFT (ωB97M-V with the def2-TZVPD basis set) results for a structure of composition C10H23AlN2OPS2 at a distorted geometry.

Calculated values
- E (Eh) = -1959.52008
- total charge = -1
- Kohn-Sham gap (eV) = 5.2

Last column: natural (NBO) charge in e.
Element x y z (Å)
H 1.78190 3.06316 3.43500  0.224
C 0.25785 -1.28948 1.14250  -0.532
H -0.40569 0.13500 -3.51752  0.338
C -4.97528 -2.90042 -1.12420  -0.626
Al -1.92735 -2.30081 -0.79789  1.229
H 2.78400 4.67548 -1.23078  0.202
H -3.54826 -2.57710 -2.87084  0.222
H 3.79955 3.66098 0.01905  0.198
H -5.68866 -3.75220 -1.55926  0.182
N 1.50886 2.38245 1.35224  -0.535
C -0.95781 -3.58065 0.48080  -0.982
S 1.60251 -0.50584 2.25131  0.164
H 0.27389 -0.62110 0.15407  0.250
H -1.48890 -3.75988 1.51038  0.202
H -2.41608 -0.98460 -0.02161  -0.408
H 2.49441 5.53432 2.91394  0.206
H -0.67427 -4.62009 -0.02933  0.208
C 2.17568 3.31160 2.34255  -0.266
C 0.51863 -2.88937 0.85362  -0.429
S 3.61921 0.77303 0.31732  -0.020
N -1.01239 -0.71458 -3.52866  -1.358
H 0.51707 3.71152 -0.06270  0.215
P -0.34083 -1.74880 -2.46570  0.663
C 1.54034 3.10708 0.02441  -0.274
H 0.84628 5.23737 1.87451  0.193
H -4.96821 -2.92695 0.04623  0.194
C -3.50831 -3.14313 -1.82212  -0.995
H 1.02146 -3.45505 1.77670  0.197
C 2.20845 1.03194 1.29203  -0.022
H 1.25156 -3.08047 -0.06869  0.206
H 0.02481 -3.01760 -3.06741  -0.097
H -3.29471 -4.28166 -2.10059  0.197
H 3.33318 3.02641 2.36338  0.201
H 1.56694 2.39560 -0.91020  0.249
O 2.69289 5.33616 0.79789  -0.573
H 0.89318 -1.23095 -1.86584  -0.074
H -0.79121 -1.21626 1.70403  0.254
H -5.46080 -1.88190 -1.50289  0.202
C 2.76647 4.18606 -0.14364  -0.114
C 1.97964 4.91074 2.03792  -0.094

=====

DFT (ωB97M-V with the def2-TZVPD basis set) results for a structure of composition C10H23B3IO7P at a distorted geometry.

Calculated values
- E (Eh) = -1635.36895
- Kohn-Sham gap (eV) = 8.1

Last column: natural (NBO) charge in e.
Element x y z (Å)
H 1.32004 4.46936 -2.60697  0.228
H 5.96749 -2.39907 -1.53199  0.241
H 0.05862 -5.27132 -2.59168  -0.090
H -6.06678 0.78519 1.01172  0.237
B 1.04500 -4.74590 -2.21663  1.011
P 5.10684 -4.55312 -2.38127  0.740
H -0.72718 2.92567 4.03209  0.231
O 3.77887 2.64451 -2.32074  -0.553
B 1.62680 -2.68992 -2.85099  0.901
H 0.84268 2.01641 -1.64726  0.230
B 3.20024 -4.39581 -2.73960  0.838
C 1.79969 2.09180 -1.13073  -0.722
C -6.65908 0.48644 4.43154  -0.721
H 5.57899 -6.28997 -3.57036  0.487
C -6.71621 0.58874 1.86236  -0.721
O 1.06467 -3.39953 -1.76416  -0.908
H 2.25218 1.10290 -1.08158  0.225
C -5.92701 0.72313 3.13730  0.606
C 2.25840 4.44546 -2.05093  -0.719
H -7.05588 -0.52958 4.45448  0.232
O 2.72800 -3.26509 -3.48115  -0.913
C -0.01931 2.45445 3.34886  -0.721
H -7.11536 -0.42298 1.77649  0.231
H 3.01146 5.00369 -2.60421  0.230
C -1.86044 1.10171 2.17350  -0.725
O -4.75167 1.00965 3.12175  -0.560
H 4.97041 -2.12370 -2.94259  0.239
C -0.71729 2.07227 2.06950  0.604
O 5.79286 -5.37735 -3.69943  -0.947
H 0.78170 3.15834 3.12976  0.230
H 6.61269 -2.82150 -3.13908  0.252
C 2.71709 3.02077 -1.87750  0.595
H 1.64082 2.45869 -0.11897  0.252
O 2.31274 -5.37523 -2.25587  -0.880
H 0.40804 1.56739 3.81868  0.229
H -2.26855 0.91666 1.18215  0.231
H -1.50831 0.15751 2.59335  0.226
H -2.64204 1.51386 2.80250  0.261
H -7.47689 1.20143 4.53273  0.232
I 0.67795 -0.82997 -3.40933  -0.033
C 5.71828 -2.79343 -2.51421  -0.935
H -5.97215 0.61577 5.26534  0.236
H 2.11680 4.91189 -1.07495  0.230
H -7.53636 1.30811 1.85473  0.232
O -0.36885 2.53170 1.00336  -0.567

=====

DFT (ωB97M-V with the def2-TZVPD basis set) results for a cluster of 2 separate species, C10H23BFN4O5 in total at a distorted geometry.

Calculated values
- E (Eh) = -1114.61598
- total charge = +1
- Kohn-Sham gap (eV) = 8.9

Last column: natural (NBO) charge in e.
Element x y z (Å)
H 5.90534 -0.43239 0.51151  0.206
H -4.47791 -4.57405 -1.20005  0.219
H -2.73573 2.08120 2.00793  0.221
F -6.01745 -2.59221 -1.24587  -0.306
H 3.70018 -0.70325 -0.31903  0.177
H 0.58330 2.76056 2.38218  0.521
H 6.11056 0.47900 2.02964  0.225
H -0.46168 -0.57298 0.41872  0.444
C -0.31207 1.07427 -0.64430  0.823
N 0.83271 1.86210 -0.64506  -0.757
H -1.09966 1.77378 -2.39419  0.434
C 2.00029 0.94127 -0.72528  0.118
C -4.88190 -2.58905 -1.96615  0.447
H -5.06414 -2.09365 -2.92062  0.164
H -1.66333 0.87132 2.66747  0.222
C -2.24565 0.45994 0.63956  -0.222
H 2.33816 4.06125 -0.36072  0.390
H 3.00887 3.16440 0.84310  0.399
O 0.09300 2.83499 1.54351  -0.903
H 4.35556 -1.38603 2.26487  0.218
H 2.51960 -1.48443 0.78341  0.184
H 3.68661 0.25865 2.44480  0.216
H 2.81794 1.42006 -1.25702  0.200
C -2.53384 1.02304 2.04116  -0.613
O 2.34218 0.55530 0.57377  -0.574
C 4.15744 -0.44597 1.76868  -0.421
H 5.13475 1.11348 0.69908  0.192
N -0.95482 0.97696 -1.79244  -0.739
C 3.17522 -0.63145 0.62609  -0.059
N -0.76791 0.39863 0.44986  -0.640
C 5.42858 0.21592 1.23702  -0.598
O -1.62231 -1.96053 -1.30572  -0.647
H -2.74064 1.10854 -0.06461  0.206
H -2.62785 -0.54814 0.62857  0.211
C -2.69007 -2.45349 -1.53518  0.994
N 2.16934 3.65550 0.55362  -1.139
H -3.35034 0.47895 2.49561  0.220
O -2.85915 -3.64822 -2.10831  -0.458
O -3.87373 -1.86883 -1.25119  -0.493
B 0.99546 2.77525 0.52895  1.208
H 1.68487 0.06645 -1.29773  0.172
H -4.56229 -4.49997 -2.97180  0.227
H -1.23347 0.03693 -2.05711  0.448
C -4.26400 -3.96313 -2.07674  -0.134